(1)
93
Properties=species:S:1:pos:R:3:lowdin_charge:R:1 method="wB97M-V/def2-TZVPD" e_tot_ha=-5371.81035 total_charge=+1 homo_ev=-10.9 gap_ev=6.11
O 2.530 -1.776 4.982 0.128
C 1.441 -1.727 4.503 -0.508
O 0.356 -1.677 5.379 0.100
C 1.137 -1.761 2.976 -0.030
C 1.023 -3.068 2.292 0.096
C 0.699 -3.088 0.870 -0.086
C 0.520 -4.401 0.053 -0.155
C -0.521 -4.429 -0.997 -0.023
C -0.728 -5.619 -1.837 -0.045
C 0.117 -6.804 -1.643 -0.043
C 1.135 -6.807 -0.580 -0.037
C 1.323 -5.609 0.249 -0.019
N 0.543 -1.880 0.190 0.170
C 0.640 -0.627 0.781 -0.157
C 0.392 0.583 -0.182 -0.110
C -1.000 0.280 -0.951 -0.268
C -1.750 1.621 -1.265 -0.458
S -3.321 1.420 -2.216 0.853
C -3.890 -0.326 -2.108 -1.008
S -3.029 -1.458 -2.978 0.672
N -5.052 -0.616 -1.321 -0.167
C -4.701 -0.253 0.082 -0.155
C -5.601 -0.940 1.190 -0.181
O -6.093 -2.234 0.861 -0.164
C -6.656 -2.257 -0.466 -0.148
C -5.428 -2.033 -1.457 -0.208
C 0.960 -0.497 2.210 -0.237
P 1.067 1.263 2.873 0.609
O -0.434 1.523 3.617 -0.340
Br 2.697 1.424 4.445 0.372
H -0.394 -2.122 4.928 0.126
H 1.174 -4.044 2.810 0.142
H -1.183 -3.549 -1.218 0.090
H -1.522 -5.640 -2.627 0.115
H -0.030 -7.690 -2.311 0.114
H 1.743 -7.730 -0.464 0.110
H 2.108 -5.616 1.038 0.113
H 0.345 -1.918 -0.819 0.140
H 1.208 0.674 -0.950 0.134
H 0.230 1.547 0.364 0.077
H -0.703 -0.268 -1.887 0.078
H -1.583 -0.373 -0.239 0.092
H -2.002 2.157 -0.313 0.081
H -1.057 2.256 -1.881 0.096
H -3.606 -0.389 0.324 0.101
H -4.881 0.860 0.172 0.124
H -6.412 -0.231 1.543 0.134
H -4.936 -1.084 2.093 0.130
H -7.377 -1.384 -0.516 0.137
H -7.218 -3.194 -0.692 0.132
H -5.670 -2.350 -2.502 0.118
H -4.632 -2.750 -1.084 0.116
H -1.117 0.974 3.188 0.053
C -0.315 8.231 4.057 -0.111
C 0.812 7.871 3.096 -0.270
C 0.334 7.652 1.660 -0.227
C -0.647 6.493 1.471 -0.228
C -0.138 5.128 1.935 -0.273
C 1.090 4.652 1.167 -0.119
H -1.050 7.427 4.137 0.064
H 0.086 8.412 5.057 0.072
H -0.828 9.138 3.732 0.077
H 1.341 6.986 3.463 0.097
H 1.542 8.686 3.096 0.107
H 1.208 7.499 1.018 0.101
H -0.143 8.570 1.301 0.112
H -0.911 6.433 0.409 0.109
H -1.581 6.716 1.997 0.103
H -0.940 4.394 1.796 0.093
H 0.081 5.144 3.006 0.101
H 0.879 4.586 0.096 0.073
H 1.388 3.659 1.514 0.001
H 1.941 5.320 1.311 0.073
C 5.741 -0.588 -2.846 -0.108
C 4.967 -1.267 -3.970 -0.262
C 3.457 -1.053 -3.878 -0.217
C 2.796 -1.626 -2.623 -0.249
C 2.982 -3.107 -2.384 -0.265
C 2.374 -3.979 -3.476 -0.092
H 5.471 -0.990 -1.867 0.063
H 6.814 -0.742 -2.981 0.075
H 5.555 0.489 -2.842 0.077
H 5.202 -2.336 -3.985 0.102
H 5.316 -0.864 -4.925 0.110
H 2.986 -1.482 -4.768 0.107
H 3.248 0.022 -3.919 0.112
H 1.717 -1.415 -2.674 0.093
H 3.169 -1.089 -1.743 0.097
H 2.501 -3.352 -1.430 0.073
H 4.041 -3.354 -2.268 0.112
H 1.304 -3.784 -3.581 0.070
H 2.499 -5.036 -3.227 0.071
H 2.854 -3.810 -4.441 0.074


(2)
93
Properties=species:S:1:pos:R:3:lowdin_charge:R:1 method="wB97M-V/def2-TZVPD" e_tot_ha=-3721.51493 total_charge=0 homo_ev=-8.5 gap_ev=8.83
Sc -0.813 -2.348 -0.859 0.771
C 1.248 -3.199 -1.065 -0.319
Si 1.965 -2.638 0.542 0.578
C 0.794 -3.410 1.814 -0.208
N -0.614 -3.128 1.397 -0.251
C -1.478 -4.293 1.717 -0.198
C -1.592 -4.546 3.217 -0.159
C -1.882 -3.232 3.967 -0.170
C -2.295 -2.136 2.989 -0.168
C -1.155 -1.876 2.010 -0.182
C 3.748 -3.005 0.982 -0.238
C 4.178 -4.309 1.240 -0.098
C 5.504 -4.582 1.539 -0.089
C 6.430 -3.548 1.586 -0.091
C 6.024 -2.246 1.335 -0.086
C 4.694 -1.980 1.037 -0.095
C 1.632 -0.800 0.683 -0.253
C 1.709 -0.040 1.942 -0.086
C 1.126 1.153 2.075 -0.005
C 0.273 1.739 0.969 -0.301
C 0.763 1.284 -0.400 -0.228
C 1.233 -0.132 -0.410 -0.182
H 1.256 -4.296 -1.095 0.002
H 1.828 -2.846 -1.924 0.003
H 0.964 -3.098 2.850 0.099
H 0.935 -4.494 1.791 0.090
H -1.067 -5.160 1.198 0.129
H -2.460 -4.117 1.292 0.085
H -0.684 -5.014 3.600 0.104
H -2.400 -5.264 3.369 0.116
H -0.987 -2.898 4.500 0.111
H -2.654 -3.382 4.722 0.110
H -2.507 -1.208 3.520 0.098
H -3.210 -2.411 2.460 0.123
H -0.347 -1.366 2.532 0.107
H -1.482 -1.161 1.234 0.094
H 3.470 -5.131 1.199 0.100
H 5.818 -5.600 1.732 0.102
H 7.466 -3.759 1.818 0.102
H 6.743 -1.438 1.370 0.102
H 4.390 -0.957 0.841 0.097
H 2.267 -0.470 2.769 0.113
H 1.209 1.698 3.009 0.105
H 0.313 2.830 1.004 0.138
H 1.629 1.901 -0.676 0.113
H 1.290 -0.619 -1.381 0.065
C -1.943 4.818 -2.666 -0.021
C -2.338 3.349 -2.625 -0.626
C -3.730 3.186 -2.028 -0.028
C -2.316 2.756 -4.031 -0.033
O -1.415 2.689 -1.726 -0.168
Si -0.404 1.418 -1.898 0.065
S -1.466 -0.384 -2.192 0.379
O 0.549 1.584 -3.221 -0.175
C 1.741 2.262 -3.623 -0.637
C 1.675 2.355 -5.143 -0.026
C 1.821 3.665 -3.028 -0.016
C 2.942 1.419 -3.205 -0.021
O -1.081 1.301 1.102 -0.104
C -2.001 2.067 1.903 -0.589
C -1.761 1.845 3.395 -0.015
C -1.929 3.557 1.575 -0.023
C -3.359 1.505 1.497 -0.001
H -2.704 5.401 -3.188 0.091
H -0.995 4.947 -3.190 0.067
H -1.839 5.210 -1.652 0.085
H -4.482 3.603 -2.700 0.090
H -3.808 3.692 -1.065 0.080
H -3.945 2.125 -1.889 0.085
H -2.977 3.338 -4.676 0.094
H -2.659 1.723 -4.026 0.072
H -1.311 2.783 -4.451 0.066
H 0.769 2.882 -5.445 0.078
H 1.655 1.358 -5.582 0.093
H 2.538 2.896 -5.534 0.089
H 1.010 4.289 -3.403 0.070
H 2.768 4.132 -3.303 0.093
H 1.760 3.649 -1.939 0.079
H 2.804 0.392 -3.546 0.094
H 3.069 1.409 -2.121 0.074
H 3.859 1.813 -3.648 0.090
H -0.826 2.298 3.725 0.074
H -1.736 0.779 3.628 0.069
H -2.568 2.307 3.967 0.094
H -1.063 4.038 2.034 0.083
H -2.818 4.058 1.961 0.094
H -1.880 3.697 0.497 0.069
H -3.456 0.468 1.816 0.077
H -3.459 1.542 0.414 0.077
H -4.168 2.081 1.950 0.093
S -5.349 -3.920 -0.900 0.603
C -3.802 -3.549 -0.932 -0.959
N -2.644 -3.298 -0.927 -0.075


(3)
95
Properties=species:S:1:pos:R:3:lowdin_charge:R:1 method="wB97M-V/def2-TZVPD" relative_energy_kcal_mol=59.36 e_tot_ha=-9213.44393 total_charge=0 homo_ev="-6.8 / -6.8" multiplicity=2 gap_ev="7.07 / 4.57"
Fe 0.835 0.199 0.149 0.160
C 0.034 -1.918 3.571 -0.107
C 1.460 -1.367 3.532 -0.516
C 1.558 -0.070 4.337 -0.112
P 1.913 -1.031 1.762 1.070
C 3.778 -0.876 1.689 -0.502
C 4.117 0.614 1.568 -0.139
C 4.572 -1.510 2.828 -0.107
C 1.581 -2.641 0.976 -0.284
C 2.300 -3.803 1.235 -0.045
C 2.087 -4.969 0.517 -0.279
C 2.782 -6.253 0.874 -0.054
C 1.195 -4.912 -0.553 -0.031
C 0.447 -3.781 -0.803 -0.063
C 0.541 -2.648 0.026 -0.309
N -0.317 -1.550 -0.023 -0.047
C -1.638 -1.700 -0.303 -0.336
C -2.271 -2.970 -0.404 -0.034
C -3.517 -3.133 -0.954 -0.032
C -4.269 -2.040 -1.388 -0.283
C -5.593 -2.212 -2.079 -0.051
C -3.779 -0.792 -1.065 -0.097
C -2.516 -0.593 -0.495 -0.267
P -2.283 1.112 0.072 0.699
C -3.878 1.476 1.012 -0.497
C -3.606 1.600 2.510 -0.164
C -4.621 2.712 0.511 -0.101
C -2.143 2.257 -1.395 -0.488
C -3.113 1.988 -2.540 -0.102
C -0.713 2.123 -1.914 -0.149
H -0.302 -2.010 4.605 0.081
H -0.021 -2.897 3.099 0.074
H -0.648 -1.246 3.047 0.060
H 2.151 -2.115 3.932 0.107
H 0.901 0.686 3.903 0.060
H 2.574 0.325 4.339 0.057
H 1.254 -0.241 5.370 0.081
H 4.038 -1.367 0.744 0.115
H 3.862 1.139 2.489 0.062
H 3.560 1.067 0.746 0.000
H 5.182 0.751 1.379 0.084
H 4.336 -1.046 3.786 0.070
H 5.637 -1.365 2.642 0.083
H 4.391 -2.579 2.907 0.055
H 3.033 -3.810 2.031 0.094
H 3.390 -6.135 1.769 0.072
H 3.424 -6.590 0.058 0.081
H 2.045 -7.036 1.059 0.079
H 1.069 -5.778 -1.192 0.118
H -0.208 -3.754 -1.661 0.073
H -1.739 -3.837 -0.047 0.105
H -3.925 -4.131 -1.057 0.117
H -5.636 -3.169 -2.595 0.075
H -5.753 -1.418 -2.808 0.075
H -6.411 -2.180 -1.354 0.079
H -4.405 0.067 -1.271 0.101
H -4.505 0.595 0.862 0.100
H -2.986 2.469 2.719 0.051
H -3.095 0.719 2.891 0.059
H -4.550 1.711 3.045 0.081
H -3.984 3.596 0.551 0.081
H -5.482 2.892 1.154 0.083
H -4.984 2.587 -0.507 0.057
H -2.307 3.260 -0.983 0.105
H -2.951 0.991 -2.947 0.040
H -2.923 2.712 -3.334 0.087
H -4.159 2.083 -2.258 0.056
H -0.486 1.068 -2.099 0.027
H 0.018 2.515 -1.209 -0.023
H -0.590 2.666 -2.852 0.095
Se 3.636 0.608 -3.758 0.554
C 2.709 0.462 -2.303 -0.978
N 2.139 0.392 -1.278 -0.039
C 2.382 4.221 2.028 -0.330
As 2.185 3.606 0.167 1.050
C 0.967 5.043 -0.431 -0.331
C 3.845 4.406 -0.538 -0.321
S -0.778 1.544 1.313 0.396
H 2.598 5.287 2.087 0.021
H 3.187 3.669 2.513 0.006
H 1.458 4.016 2.570 0.009
H 1.342 6.022 -0.134 0.021
H -0.018 4.893 0.013 0.009
H 0.857 5.023 -1.516 0.019
H 3.947 5.445 -0.225 0.020
H 3.836 4.366 -1.627 0.018
H 4.710 3.844 -0.189 0.014
C 0.070 1.099 -6.061 -0.092
O 0.294 0.288 -4.915 -0.226
C -0.663 -0.525 -4.512 -1.357
S -2.157 -0.675 -5.231 0.707
S -0.377 -1.463 -3.161 0.883
H 0.988 1.663 -6.193 0.092
H -0.777 1.767 -5.889 0.081
H -0.136 0.487 -6.941 0.086


(4)
163
Properties=species:S:1:pos:R:3:lowdin_charge:R:1 method="wB97M-V/def2-TZVPD" e_tot_ha=-10948.57152 total_charge=-1 homo_ev=-6.7 gap_ev=7.25
N -6.216 18.423 3.687 0.342
H -7.216 18.454 3.552 0.118
H -6.050 18.199 4.658 0.070
H -5.758 19.297 3.470 0.106
H -5.904 17.628 3.147 0.056
O -5.670 16.211 2.267 0.069
C -5.215 15.215 2.884 -0.300
O -5.306 15.060 4.199 0.258
B -4.525 13.881 4.559 -0.977
O -3.733 13.533 3.380 0.260
C -4.236 14.182 2.358 -0.353
O -3.916 14.126 1.132 0.089
O -3.533 14.233 5.567 0.248
C -3.499 13.373 6.506 -0.374
O -2.749 13.401 7.512 0.113
C -4.783 12.500 6.312 -0.332
O -5.397 12.939 5.193 0.241
O -5.172 11.705 7.139 0.147
O -5.276 18.017 6.213 0.077
C -4.392 18.023 7.074 -0.298
O -4.476 17.881 8.375 0.250
B -3.204 17.935 9.027 -0.910
O -2.247 18.237 7.975 0.232
C -2.883 18.394 6.790 -0.290
O -2.285 18.827 5.788 0.108
O -3.018 16.704 9.781 0.217
C -2.642 17.070 11.039 -0.284
O -2.303 16.275 11.957 0.090
C -2.828 18.610 11.207 -0.355
O -3.107 19.097 10.041 0.205
O -2.649 19.259 12.295 0.051
C -8.732 23.401 3.449 -0.147
C -8.630 23.530 4.924 -0.175
O -9.444 22.458 5.450 -0.193
S -9.427 21.155 4.471 0.677
O -10.753 20.734 4.039 -0.233
O -8.421 20.177 4.868 -0.235
O -8.706 21.961 3.298 -0.214
H -7.904 23.948 2.999 0.127
H -9.709 23.826 3.221 0.135
H -8.946 24.467 5.383 0.149
H -7.564 23.435 5.129 0.096
C -2.904 18.116 0.377 -0.233
C -2.636 19.402 -0.379 -0.174
O -2.548 20.383 0.599 -0.209
S -3.029 19.962 2.090 0.786
O -4.070 20.771 2.672 -0.245
O -1.837 19.606 2.950 -0.228
O -3.675 18.548 1.401 -0.200
H -2.003 17.656 0.782 0.126
H -3.270 17.252 -0.177 0.140
H -3.314 19.665 -1.191 0.134
H -1.621 19.333 -0.770 0.135
C -3.491 23.458 1.101 -0.193
C -4.453 24.610 0.647 -0.156
O -5.092 25.136 1.807 -0.231
S -4.633 24.307 3.200 0.809
O -5.524 23.158 3.396 -0.253
O -4.393 25.277 4.318 -0.249
O -3.224 23.790 2.428 -0.182
H -2.607 23.492 0.464 0.143
H -4.018 22.512 0.972 0.089
H -5.202 24.328 -0.093 0.119
H -3.972 25.545 0.358 0.126
C -6.312 22.820 7.679 -0.225
C -5.571 24.032 7.063 -0.165
O -4.224 23.586 7.261 -0.215
S -4.122 21.952 6.956 0.799
O -3.369 21.379 8.130 -0.229
O -3.523 21.686 5.600 -0.252
O -5.721 21.759 7.112 -0.170
H -7.350 23.030 7.420 0.128
H -6.070 22.841 8.741 0.146
H -5.534 24.970 7.617 0.140
H -5.748 24.253 6.010 0.079
C 0.192 14.968 2.273 -0.196
C -0.652 15.311 3.458 -0.190
O -0.069 16.363 4.223 -0.176
S 1.270 17.027 3.406 0.758
O 2.535 16.475 3.882 -0.258
O 1.172 18.459 3.319 -0.222
O 0.811 16.201 2.018 -0.225
H -0.275 14.676 1.333 0.136
H 0.902 14.162 2.458 0.127
H -0.787 14.523 4.199 0.136
H -1.667 15.554 3.144 0.121
C -9.505 21.096 0.084 -0.237
C -9.257 19.974 -0.856 -0.214
O -7.879 19.878 -1.013 -0.185
S -7.064 21.078 -0.181 0.775
O -6.094 21.700 -1.071 -0.238
O -6.753 20.561 1.160 -0.232
O -8.467 21.985 -0.090 -0.186
H -9.510 20.809 1.135 0.099
H -10.399 21.696 -0.084 0.151
H -9.816 19.975 -1.793 0.133
H -9.648 19.057 -0.415 0.110
C -9.123 17.265 7.916 -0.227
C -7.920 17.936 8.665 -0.118
O -8.318 19.287 8.943 -0.197
S -9.841 19.593 8.437 0.754
O -9.921 20.936 7.907 -0.239
O -10.886 19.139 9.373 -0.254
O -9.596 18.364 7.335 -0.213
H -9.830 16.863 8.641 0.123
H -8.903 16.540 7.133 0.116
H -6.979 18.021 8.121 0.106
H -7.626 17.527 9.632 0.118
C -11.635 12.394 4.991 -0.207
C -10.514 11.440 5.362 -0.225
O -9.704 12.151 6.155 -0.186
S -9.840 13.841 6.026 0.829
O -8.582 14.273 5.378 -0.253
O -10.066 14.379 7.406 -0.265
O -11.196 13.723 5.021 -0.195
H -12.614 12.368 5.469 0.131
H -12.024 12.230 3.986 0.125
H -9.860 11.129 4.548 0.139
H -10.919 10.622 5.959 0.143
C -8.639 13.704 1.516 -0.188
C -7.396 12.992 1.062 -0.125
O -7.785 11.617 0.669 -0.191
S -9.513 11.553 0.450 0.793
O -10.022 10.225 0.969 -0.271
O -9.873 11.990 -0.890 -0.258
O -9.696 12.791 1.481 -0.211
H -8.640 14.500 0.771 0.094
H -8.649 14.214 2.479 0.138
H -6.638 12.990 1.846 0.125
H -6.940 13.401 0.160 0.111
C -13.002 16.054 1.823 -0.192
C -12.030 16.089 0.628 -0.157
O -10.790 16.521 1.162 -0.230
S -11.012 17.538 2.436 0.693
O -10.845 18.894 1.962 -0.243
O -10.349 17.192 3.611 -0.185
O -12.665 17.161 2.589 -0.180
H -13.104 15.118 2.373 0.131
H -13.988 16.409 1.521 0.135
H -12.270 16.805 -0.157 0.133
H -11.667 15.128 0.263 0.125
C -7.084 13.774 9.224 -0.155
C -5.941 14.691 8.766 -0.206
O -5.884 15.674 9.701 -0.201
S -6.171 15.009 11.175 0.700
O -6.948 15.883 12.064 -0.253
O -4.955 14.447 11.649 -0.196
O -7.193 13.851 10.633 -0.189
H -6.959 12.701 9.073 0.134
H -8.047 14.174 8.907 0.108
H -5.956 15.120 7.764 0.149
H -5.019 14.124 8.898 0.125
C -8.978 15.951 -3.089 -0.111
C -9.103 14.778 -2.131 -0.208
O -7.854 14.603 -1.527 -0.231
S -7.023 15.988 -1.369 0.706
O -5.592 15.769 -1.436 -0.209
O -7.529 16.746 -0.209 -0.244
O -7.617 16.434 -2.827 -0.199
H -9.710 16.645 -2.678 0.119
H -9.234 15.628 -4.098 0.136
H -9.318 13.839 -2.641 0.129
H -9.887 14.935 -1.390 0.111